[1]
24
Properties=species:S:1:pos:R:3:forces:R:3 method="wB97M-V/def2-TZVPD" multiplicity=1 homo_lumo_gap_ev=9.0704 smiles="O=c1cc[nH]c(=O)[nH]1.CNC(C)=O" homo_energy_ev=-9.1 max_force_ev_per_a=9.39 de_lowest_ev=2.904
O -0.2794 0.5319 3.9483 0.0621 -0.0349 -0.1000
O 1.9948 -1.9047 0.8286 -0.0133 0.0361 -0.0367
O -1.7892 -1.6392 -0.6710 1.7917 2.6891 0.3921
N 0.8413 -0.6705 2.3739 -0.0457 0.0550 0.0951
N -0.0866 -0.4138 -1.5865 -0.9960 6.6389 -6.5676
N 1.3005 0.1985 0.2813 1.2059 0.2780 1.4741
C 0.1834 0.4848 2.8299 0.0753 -0.0845 -0.2201
C 1.4312 -0.8813 1.1428 -0.1034 0.3777 -0.0166
C 0.6735 1.3667 0.6205 0.3425 -0.0577 0.3418
C -1.9797 0.8191 -0.7308 0.3488 0.8716 2.6628
C 0.5413 -1.3861 -2.4293 2.0291 0.0525 1.0180
C -1.2366 -0.5300 -0.8986 -3.8037 -2.2042 -1.9763
C 0.1249 1.5487 1.8330 0.0542 0.0660 -0.0527
H 1.7163 0.0753 -0.6248 -0.0385 0.0506 0.2372
H 0.0136 -2.1695 -1.8936 1.0381 -2.1849 -1.2981
H -0.2597 0.4836 -2.4404 0.5767 -2.6093 4.1953
H -2.2827 0.6735 0.4512 0.7450 1.3159 -2.8155
H -1.2068 1.7801 -0.9925 -2.6999 -2.7149 1.0375
H 1.6867 -1.2237 -2.2065 -1.9127 -1.3177 -0.4858
H -0.3852 2.4598 2.1015 0.0249 0.0116 -0.0209
H 0.8946 -1.4390 3.0294 0.0104 0.0132 -0.0706
H 0.6529 2.1254 -0.1579 0.0886 -0.1519 0.2441
H 0.4408 -1.2031 -3.5486 -0.5004 -0.6283 1.5907
H -2.9899 0.9136 -1.2597 1.7203 -0.4678 0.3724



[2]
79
Properties=species:S:1:pos:R:3:forces:R:3 method="wB97M-V/def2-TZVPD" multiplicity=1 homo_lumo_gap_ev="2.3908 / 2.3964" charge=+2 homo_energy_ev="-10.6 / -10.6" max_force_ev_per_a=3.44 de_lowest_ev=0.785
Br -0.6748 0.6589 -1.0118 -0.9030 -1.4626 0.6764
Ca -1.5193 -2.4024 -0.4088 -0.3058 2.0259 -1.0956
P -2.2172 1.4621 -3.9102 -0.6885 2.0131 -2.7001
P 1.6925 2.2797 1.0316 0.3247 0.0193 0.2026
N 2.9582 -6.8308 3.0959 0.2119 -0.2488 0.2242
N -2.4286 -2.0598 1.6467 0.0042 -0.2819 1.3499
N -3.4766 -1.5559 3.5197 0.2289 -0.0624 -0.5379
C 1.6404 0.4584 0.7780 -0.2671 -0.9958 0.1557
C -2.5960 2.6092 -2.5490 -0.3438 -0.2236 0.5754
C 0.9069 -0.2851 1.7311 0.4677 0.8067 -0.0867
C 0.0018 -4.5086 1.0442 1.4174 -1.8211 0.0564
C 2.4004 -5.1001 1.5516 -0.1361 -0.1567 -0.0197
C 1.6693 -7.0197 3.3587 -0.3520 0.3074 -0.2618
C 2.2846 2.0410 3.7994 0.0679 -0.2074 0.3650
C 1.0719 -2.3050 0.4044 1.6211 -0.6716 0.7342
C 1.0025 -5.2857 1.7838 -0.0097 0.9198 1.3978
C -0.4195 1.3443 -4.1196 0.6598 -0.1659 0.7308
C 2.0289 -1.6492 -0.4065 -0.6385 -0.0139 -0.3548
C 2.3979 3.1238 -0.3933 0.0387 -0.0551 -0.2818
C -3.4171 -0.6575 -5.2507 0.0387 -0.0315 0.1094
C 0.2368 4.3751 2.1782 -0.0560 0.2112 0.2920
C 3.3289 -5.9015 2.2231 -0.7311 0.7071 -0.4483
C 3.8605 2.7850 -0.7138 0.2404 0.1243 -0.1033
C -3.0469 -0.1378 -3.8467 0.0403 -0.3656 0.5328
C -2.7829 -0.7127 1.6025 -0.4448 -0.5734 0.4090
C -3.6652 3.6301 -2.9443 0.0664 0.0527 0.0338
C 2.2304 -0.2851 -0.2898 0.2031 0.8231 0.5267
C 0.6719 -1.6364 1.5807 0.0880 -0.2752 -0.0879
C -3.4791 -0.4050 2.7287 0.1912 -0.5202 0.3129
C 0.4531 -3.5988 0.0547 0.6115 0.5587 -0.1509
C 0.0926 3.0850 1.3617 -0.4587 -0.3185 -0.1187
C 0.1478 2.4471 -5.0240 -0.0809 -0.1713 -0.1776
C -2.8161 -2.5267 2.8412 -0.3589 0.9639 -0.6335
C 0.6558 -6.2690 2.7496 0.0391 -0.0123 -0.0499
C 2.7605 2.6168 2.4783 0.2071 -0.0910 -0.4003
H 0.2234 -2.2221 2.3875 -0.3589 0.3945 -0.3540
H -3.9466 -0.0106 -3.2280 0.1628 -0.0481 -0.0800
H 1.2192 2.2879 -5.1924 -0.1201 0.0598 0.0768
H 4.5400 3.2216 0.0286 -0.1617 -0.1922 -0.1162
H 2.5351 -2.2322 -1.1837 -0.3056 0.4419 0.0459
H 2.2091 0.9572 3.7578 -0.0750 -0.0699 -0.0228
H 4.0552 1.7076 -0.7817 -0.0122 0.3759 0.0952
H 2.7982 0.2320 -1.0689 -0.1048 -0.3137 0.4203
H 0.7187 -3.9843 -0.9485 -1.1039 0.1964 0.1119
H 0.3244 4.1724 3.2501 0.1502 0.0092 -0.2162
H -2.9174 2.0073 -1.6914 -0.0284 0.3688 0.1194
H -0.5758 2.3731 1.8681 0.2278 0.1225 -0.0759
H -1.6767 3.1309 -2.2509 -0.0425 -0.2332 -0.1118
H -2.4655 -0.0825 0.7776 -0.2382 0.0853 0.0592
H 2.3004 4.2102 -0.2201 -0.1241 -0.4071 0.0193
H 1.0793 5.0141 1.8799 -0.2426 -0.2117 -0.0365
H 0.0168 1.4016 -3.1047 0.2106 -0.0339 -0.8825
H -1.0661 -4.8188 1.1622 0.8410 -0.5309 -0.5472
H -3.9669 0.5108 3.0029 -0.0221 0.0103 0.2473
H 3.0226 2.2531 4.5754 -0.0867 0.1158 -0.0618
H -0.3474 2.4447 -6.0014 0.0706 0.0492 0.2039
H -3.3970 4.1445 -3.8715 -0.0584 -0.1261 0.0990
H -2.3491 -0.7978 -3.3185 -0.1379 -0.6710 0.1234
H -3.7737 4.3840 -2.1608 -0.0751 -0.0270 0.0118
H -2.5237 -0.8620 -5.8489 -0.0732 0.0696 0.1019
H 0.0170 3.4423 -4.5831 -0.0377 -0.1697 -0.0585
H -0.4029 3.2837 0.3994 0.3435 -0.1733 0.1467
H 1.7188 2.8610 -1.2174 0.1546 0.0918 0.0238
H 4.3940 -5.7510 2.0434 -0.2434 -0.1935 0.1127
H -4.6349 3.1480 -3.0874 0.0646 0.0637 -0.0722
H 1.4384 -7.7874 4.1001 -0.0204 0.2198 -0.2611
H 1.3290 2.4542 4.1266 0.0525 -0.0485 -0.0501
H -3.9985 -1.5837 -5.1958 0.1057 0.0524 0.0811
H -0.1798 0.3490 -4.5206 -0.0504 0.1550 0.0315
H 2.8996 3.7052 2.5668 -0.0632 -0.2989 -0.2421
H 4.1309 3.2279 -1.6802 -0.1057 -0.1123 0.2184
H -0.3806 -6.4717 3.0241 0.2178 0.1226 -0.1745
H -0.6741 4.9665 2.0666 0.0964 -0.0326 -0.1059
H -2.6220 -3.5183 3.2365 -0.2166 0.2213 -0.1330
H 3.7292 2.1762 2.2097 -0.0573 0.1638 0.0674
H 2.7641 -4.3541 0.8430 -0.1992 -0.2802 0.1958
H 0.4202 0.2406 2.5508 0.2551 -0.1967 0.0477
H -3.9229 -1.6883 4.4290 0.2409 0.2267 -0.4952
H -4.0166 0.0734 -5.8056 0.1781 -0.0530 0.2607



[3]
31
Properties=species:S:1:pos:R:3:forces:R:3 method="wB97M-V/def2-TZVPD" multiplicity=1 homo_lumo_gap_ev=6.3076 charge=+1 homo_energy_ev=-10.9 max_force_ev_per_a=5.16 de_lowest_ev=0.264
Cl -2.7992 -2.3115 -0.3552 -0.3421 -0.3579 -0.3864
O 1.4802 1.1035 -1.0135 -0.6340 1.2920 -0.0844
N 1.5155 -1.1398 -0.7754 0.4984 1.5424 -0.3021
N -2.3444 0.2303 0.1590 -0.9502 1.1595 1.5352
C 0.5939 -1.3410 -1.6525 -2.6283 0.4776 -0.1363
C -1.6565 -1.0487 0.0922 1.2992 -1.5995 -0.6024
C 3.7094 -0.9879 1.0738 0.2550 0.2985 -0.2038
C -2.6490 0.7022 -1.2132 2.1331 4.0445 2.3896
C -1.4237 1.2422 0.6978 -3.0579 0.9523 1.7970
C 2.0472 0.2223 -0.4584 -1.4432 -1.2268 -2.2806
C -3.6364 0.3184 0.9338 1.1227 -4.7436 0.5994
C 4.1170 1.3186 0.1589 -2.0232 -1.8525 0.5789
C 3.2628 0.2507 0.2497 3.6192 0.5778 1.9216
H -1.9470 2.1988 0.5979 0.8104 0.0639 -0.6429
H -1.7787 0.4425 -1.7283 1.1410 0.0231 -1.2966
H 1.8576 -1.8843 -0.2467 0.3357 -1.4549 0.8041
H -3.4544 0.2357 -1.5583 -3.3694 -1.8250 -1.5991
H -2.7682 1.8507 -1.0909 -0.1223 -2.0928 -0.8672
H -3.6205 -0.1323 1.9692 0.5486 0.5060 -1.2111
H 0.1721 -0.6067 -2.3235 0.7393 0.9035 0.4103
H 3.4025 -1.9098 0.4222 0.9017 1.2162 2.1509
H 5.0240 1.2870 0.6865 1.1742 -0.3706 0.5945
H 4.8463 -0.9561 1.1355 -1.5563 -0.2909 -0.0915
H -1.3220 1.2092 1.7569 0.2594 -0.9183 0.9381
H 0.1504 -2.2694 -1.9592 0.5703 -0.9549 0.7373
H -1.2578 -1.4074 1.0478 -0.1226 0.7992 0.0951
H 3.3237 -0.8760 2.1797 0.3886 -0.8690 -2.3112
H -3.9749 1.2565 0.9592 -1.1333 3.7668 0.0171
H -0.5682 1.0407 0.2158 3.3466 0.4097 -1.7140
H -4.2561 -0.2979 0.3179 -1.0159 -0.2611 0.1486
H 3.9543 2.2597 -0.2788 -0.7449 0.7849 -0.9879



[4]
18
Properties=species:S:1:pos:R:3:forces:R:3 method="wB97M-V/def2-TZVPD" multiplicity=1 homo_lumo_gap_ev=8.0659 charge=-1 homo_energy_ev=-4.1 max_force_ev_per_a=5.08 de_lowest_ev=2.542
O -1.0082 1.5815 -0.4126 0.6333 0.7810 1.1483
O -0.8231 -0.0046 -1.9196 -0.1538 -0.9418 -1.1009
O 0.5264 2.7832 1.8791 -1.8002 1.1277 -1.7236
N 0.7842 -1.3161 0.3272 -2.5276 -1.4578 0.5525
C 0.8527 0.0236 -0.2915 -1.8835 0.9910 4.0195
C -0.4258 0.5910 -0.9161 -0.6238 -0.0328 -0.2308
C 0.5136 -2.3892 -0.6291 -1.7783 -2.8876 0.2793
C -0.4128 -1.5091 1.3413 -0.2087 4.2820 -2.7315
H 1.1680 0.7033 0.5422 -0.2963 -0.5060 -0.4669
H 0.0872 2.4085 1.0333 0.5417 -0.1107 1.0998
H -0.5013 -3.0542 -0.5857 1.3326 2.1651 0.5167
H 0.0285 3.6476 1.8683 0.9315 -1.1770 0.3880
H 1.1487 -3.2536 -0.4789 1.0315 0.0175 0.0890
H 1.6076 0.1200 -0.9655 2.2332 -0.4635 -2.1821
H -0.3253 -0.8158 2.1806 0.6065 -0.5740 0.4013
H 0.4651 -2.1784 -1.6601 0.4997 1.0328 -1.1476
H -0.5323 -2.5454 1.5394 -0.0603 -0.5707 0.4070
H -1.3621 -0.9970 0.8327 1.5225 -1.6754 0.6819